1.
48
Properties=species:S:1:pos:R:3 method="wB97M-V/def2-TZVPD" de_lowest_kcal_mol=471.14 homo_ha=-0.2968 gap_ev=8.0 charge=0 largest_force_ev_per_a=19.671 lumo_energy_ev=-0.122
C -1.9394 2.3684 1.7234
H -2.1686 3.2737 1.1362
H -2.3656 2.3425 2.5595
O -2.1005 1.2070 0.7825
C -3.3474 0.7415 0.1694
C -4.5962 1.5196 0.6940
C -5.8406 1.1227 0.2430
C -5.8423 0.2322 -0.9594
C -4.7217 -0.4457 -1.2637
C -3.4008 -0.1996 -0.6006
C -2.3394 -0.7749 -0.9937
O -2.3501 -1.3840 -2.2167
C -1.1344 -1.4031 -0.1303
C -0.7377 -2.6130 -0.0054
C 0.4565 -2.9443 0.7073
H 0.7149 -4.0018 0.9022
H 0.2532 -2.8678 1.9278
C 1.5802 -2.0749 0.4728
N 1.2933 -0.5362 0.3655
C 1.6150 0.3796 1.3560
O 1.0325 1.3987 1.2791
C 2.7387 0.1425 2.2758
H 3.1104 1.1028 2.6621
H 2.5472 -0.6428 3.0573
S 4.3677 -0.4145 1.0818
C 4.4800 0.3561 -0.1817
N 3.3679 0.9232 -0.4122
C 3.3679 1.9692 -1.5620
C 4.2679 1.7260 -2.3565
C 5.4755 0.9027 -2.1411
C 5.4884 0.3183 -1.0943
H 6.2697 -0.4679 -0.9233
H 6.2871 0.9186 -2.8984
H 4.2679 2.2207 -3.3932
H 2.4184 2.3562 -1.6590
C 0.1018 -0.1744 -0.3960
H -0.1450 0.6916 -0.5340
H 0.3308 -0.6088 -1.1984
H 2.4649 -2.1356 1.0479
H 1.7871 -2.1418 -0.5431
H -1.5114 -3.3907 0.4685
H -0.6800 -2.9157 -0.8340
H -1.5578 -0.9758 1.0196
H -4.7399 -1.4217 -1.8556
H -6.8688 0.0022 -1.3580
H -6.4864 1.7312 0.3360
H -4.4261 2.3193 1.3834
H -0.7849 2.2687 1.8596

=====

2.
48
Properties=species:S:1:pos:R:3 method="wB97M-V/def2-TZVPD" de_lowest_kcal_mol=2.70 homo_ha=-0.3188 gap_ev=9.2 charge=0 largest_force_ev_per_a=0.930 lumo_energy_ev=0.509
C 3.3917 -1.5748 2.8918
C 2.3692 -1.7568 1.7689
C 3.0742 -2.0382 0.4326
O 3.8339 -2.9396 0.1783
N 2.6907 -1.0587 -0.4441
C 3.0866 -0.8876 -1.8214
C 3.0940 0.6049 -2.1576
C 1.7274 1.2455 -1.8846
C 1.3137 0.9689 -0.4683
C 0.4632 1.7493 0.3047
C 0.1800 1.3872 1.6096
S -0.9774 2.3888 2.5396
O -0.5909 2.4094 3.9188
O -1.1647 3.6204 1.8354
N -2.4229 1.5636 2.4894
C -2.9538 1.2134 1.1963
C -2.6464 -0.2356 0.7790
C -2.8733 -0.4330 -0.6926
C -1.7982 -0.5984 -1.5555
C -2.0023 -0.7529 -2.9156
C -3.2867 -0.7409 -3.4309
C -4.3654 -0.5793 -2.5780
C -4.1596 -0.4280 -1.2185
C 0.7292 0.2679 2.2230
C 1.5751 -0.5190 1.4723
C 1.8334 -0.1593 0.1473
H 4.0296 -2.4533 2.9476
H 4.0128 -0.7032 2.6976
H 2.8873 -1.4368 3.8444
H 1.7247 -2.6085 2.0089
H 2.3805 -1.4187 -2.4719
H 4.0753 -1.3341 -1.9514
H 3.8488 1.1024 -1.5453
H 3.3653 0.7336 -3.2054
H 0.9805 0.8329 -2.5697
H 1.7723 2.3212 -2.0582
H 0.0198 2.6521 -0.0840
H -2.4977 0.8561 3.2016
H -2.5084 1.9182 0.4913
H -4.0364 1.3773 1.1984
H -1.6062 -0.4638 1.0206
H -3.2872 -0.9106 1.3524
H -0.7954 -0.6120 -1.1526
H -1.1579 -0.8873 -3.5766
H -3.4469 -0.8608 -4.4919
H -5.3702 -0.5736 -2.9735
H -5.0053 -0.3094 -0.5570
H 0.4938 0.0611 3.2546

=====

3.
49
Properties=species:S:1:pos:R:3 method="wB97M-V/def2-TZVPD" de_lowest_kcal_mol=92.76 homo_ha=-0.3074 gap_ev=8.9 charge=0 largest_force_ev_per_a=1.362 lumo_energy_ev=0.500
C -5.7179 -0.7573 1.9732
C -4.8208 0.0512 1.0860
C -5.0564 1.4065 0.8944
C -4.2430 2.1699 0.0843
C -3.1591 1.5820 -0.5599
O -2.4236 2.4243 -1.3589
C -1.3196 1.9248 -2.0558
C -0.1161 1.6700 -1.1979
C 1.2019 1.5147 -1.5319
C 1.8327 1.2758 -0.2872
C 3.2927 1.0873 -0.0715
O 4.0874 1.9297 -0.4566
N 3.6692 -0.0578 0.5319
C 5.0919 -0.3252 0.6790
C 5.7652 0.5937 1.7177
O 6.3569 1.7193 1.1407
C 2.6949 -1.0506 0.9466
C 1.9301 -1.5805 -0.2276
C 2.3750 -1.7936 -1.4963
C 1.3647 -2.2639 -2.3650
C 0.1677 -2.4028 -1.7430
S 0.2483 -1.9585 -0.0823
N 0.9528 1.3094 0.6828
O -0.2506 1.5515 0.1265
C -2.9130 0.2300 -0.3762
C -3.7329 -0.5380 0.4413
C -3.4416 -1.9958 0.6266
H -6.5110 -0.1374 2.3830
H -5.1540 -1.1885 2.8000
H -6.1718 -1.5783 1.4188
H -5.8943 1.8743 1.3908
H -4.4257 3.2220 -0.0640
H -1.0639 2.6960 -2.7903
H -1.5729 1.0035 -2.6049
H 1.6583 1.5548 -2.4970
H 5.5876 -0.1576 -0.2839
H 5.2124 -1.3708 0.9596
H 6.5737 0.0539 2.2185
H 5.0176 0.8810 2.4742
H 5.7058 2.1189 0.5363
H 3.2315 -1.8625 1.4466
H 1.9977 -0.6114 1.6676
H 3.3890 -1.6139 -1.8065
H 1.5285 -2.4878 -3.4036
H -0.7604 -2.7485 -2.1535
H -2.0731 -0.2535 -0.8520
H -2.5543 -2.2893 0.0721
H -4.2823 -2.6010 0.2882
H -3.2754 -2.2198 1.6793

=====

4.
49
Properties=species:S:1:pos:R:3 method="wB97M-V/def2-TZVPD" de_lowest_kcal_mol=103.34 homo_ha=-0.2875 gap_ev=8.4 charge=0 largest_force_ev_per_a=0.973 lumo_energy_ev=0.532
C 0.1141 -2.5981 0.7057
C 1.1324 -1.4766 0.5823
O 2.3504 -2.0486 0.1333
C 3.4247 -1.2810 -0.1896
C 4.4431 -1.9707 -0.8435
C 5.6100 -1.3466 -1.2382
C 5.7768 0.0007 -0.9867
C 4.7812 0.7057 -0.3317
C 3.6072 0.0892 0.0820
O 2.6167 0.7524 0.7639
C 2.6926 2.1502 0.9128
C 1.3836 2.6000 1.5630
N 0.2612 2.2879 0.7005
N 0.2780 2.9142 -0.4719
C -0.6355 2.6592 -1.3371
C -1.6814 1.7094 -1.1183
C -2.6558 1.4389 -2.0745
C -3.6325 0.5061 -1.8115
C -3.6727 -0.1877 -0.6037
O -4.6225 -1.1385 -0.3337
C -5.6198 -1.4019 -1.2892
C -2.7045 0.0728 0.3889
O -2.6142 -0.5312 1.5860
C -3.6370 -1.3404 2.1215
C -1.7046 1.0332 0.1184
C -0.6756 1.3465 1.1195
O -0.5945 0.8786 2.2376
H -0.0870 -3.0410 -0.2667
H -0.8030 -2.1925 1.1208
H 0.4958 -3.3704 1.3680
H 1.2654 -0.9906 1.5528
H 0.7811 -0.7283 -0.1391
H 4.2826 -3.0206 -1.0322
H 6.3787 -1.9113 -1.7428
H 6.6775 0.5114 -1.2907
H 4.9324 1.7547 -0.1321
H 3.5352 2.4336 1.5583
H 2.7984 2.6395 -0.0649
H 1.2196 2.0601 2.4974
H 1.4178 3.6772 1.7408
H -0.5746 3.2052 -2.2662
H -2.6390 1.9591 -3.0195
H -4.3754 0.3060 -2.5666
H -6.2513 -2.1671 -0.8400
H -6.2246 -0.5141 -1.4999
H -5.1957 -1.7877 -2.2217
H -3.7459 -2.2781 1.5727
H -4.5959 -0.8189 2.1447
H -3.3132 -1.5496 3.1409

=====

5.
57
Properties=species:S:1:pos:R:3 method="wB97M-V/def2-TZVPD" de_lowest_kcal_mol=2.78 homo_ha=-0.3037 gap_ev=8.7 charge=0 largest_force_ev_per_a=1.219 lumo_energy_ev=0.461
C -4.4165 -3.0242 -1.0866
O -3.8228 -1.7424 -1.1066
N -4.4346 -0.9217 -0.1758
C -4.0912 0.3077 -0.1806
C -3.1069 0.9184 -1.1527
O -3.4194 1.7495 -1.9754
N -1.8468 0.4459 -1.0039
C -0.7813 0.8714 -1.8561
C 0.3638 -0.1484 -1.9373
O 0.5182 -1.2516 -2.3773
N 1.1932 0.6913 -1.2557
C 2.5490 0.7356 -0.9767
C 3.0813 -0.5898 -0.5103
O 3.9794 -1.2209 -0.9792
O 2.3161 -0.9124 0.5510
C 2.2194 -2.2115 1.1031
C 3.5398 -2.9228 1.3320
O 1.4158 -3.0304 0.2753
C 0.1392 -2.6599 0.0572
C -0.5541 -3.6305 -0.8421
O -0.3554 -1.6695 0.5333
C 3.2093 1.9002 -0.9765
C 4.6395 1.9549 -0.4999
O 4.8279 1.2401 0.7177
C 4.0744 1.6605 1.7627
N 4.3203 0.9036 2.8532
O 3.2906 2.5722 1.7130
C 2.5638 3.2170 -1.2806
S 0.9743 3.1586 -2.1864
C 0.2771 1.7981 -1.1970
C -4.6983 1.2174 0.7549
C -4.5209 2.5758 0.8951
C -5.3496 2.9698 1.9638
C -5.9639 1.8309 2.3984
O -5.5787 0.7728 1.6789
H -5.4841 -2.9618 -1.3098
H -3.9082 -3.5907 -1.8642
H -4.2827 -3.5040 -0.1132
H -1.6321 -0.2714 -0.3194
H -1.1889 1.2395 -2.8006
H 1.6846 -2.0298 2.0490
H 4.0006 -3.1600 0.3777
H 3.3547 -3.8403 1.8829
H 4.2026 -2.2796 1.9034
H -1.6211 -3.6135 -0.6453
H -0.3825 -3.2978 -1.8657
H -0.1390 -4.6257 -0.7207
H 4.9423 2.9981 -0.3584
H 5.3102 1.4640 -1.2088
H 3.8895 1.1544 3.7245
H 5.0644 0.2301 2.8353
H 3.2156 3.8235 -1.9101
H 2.3961 3.7449 -0.3372
H 0.0635 2.1474 -0.1851
H -3.8936 3.1995 0.2924
H -5.4725 3.9587 2.3548
H -6.6714 1.6587 3.1857

=====

6.
50
Properties=species:S:1:pos:R:3 method="wB97M-V/def2-TZVPD" de_lowest_kcal_mol=73.45 homo_ha=-0.2870 gap_ev=8.4 charge=0 largest_force_ev_per_a=1.217 lumo_energy_ev=0.554
C -6.1188 -1.4306 -0.7174
O -5.2470 -0.4930 -0.1376
C -3.9367 -0.8338 0.0185
C -3.3702 -2.0304 -0.3908
C -2.0181 -2.2729 -0.1744
C -1.2212 -1.3353 0.4506
O 0.1228 -1.4744 0.7006
C 0.7157 -2.7250 0.4588
C -1.7970 -0.1171 0.8684
N -0.9398 0.7966 1.4869
C -1.1305 2.1243 1.6792
O -2.1574 2.7300 1.4739
C 0.1399 2.8284 2.1443
S 1.3264 2.8663 0.7584
C 2.1304 1.3494 1.0517
N 2.1072 0.6729 2.1702
N 2.8893 -0.4074 2.0025
C 3.3719 -0.3848 0.7949
C 4.2898 -1.3859 0.2092
N 2.9196 0.7272 0.1297
C 3.0379 1.0343 -1.2754
C 2.0805 0.1620 -2.0537
C 2.5445 -0.8689 -2.8588
C 1.6515 -1.7077 -3.5041
C 0.2885 -1.5239 -3.3463
C -0.1814 -0.4887 -2.5549
C 0.7106 0.3488 -1.9110
C -3.1377 0.1241 0.6475
H -7.1013 -0.9613 -0.7130
H -5.8354 -1.6628 -1.7496
H -6.1588 -2.3574 -0.1352
H -3.9553 -2.7914 -0.8812
H -1.6023 -3.2077 -0.5147
H 1.7146 -2.6594 0.8866
H 0.1650 -3.5306 0.9531
H 0.7835 -2.9308 -0.6157
H -0.0339 0.4037 1.7253
H 0.6339 2.3180 2.9694
H -0.0818 3.8655 2.3896
H 4.5579 -2.1037 0.9785
H 3.8093 -1.9050 -0.6196
H 5.1943 -0.9027 -0.1594
H 4.0701 0.8604 -1.5915
H 2.7943 2.0922 -1.4070
H 3.6080 -1.0129 -2.9913
H 2.0229 -2.5082 -4.1271
H -0.4073 -2.1833 -3.8436
H -1.2428 -0.3354 -2.4317
H 0.3394 1.1549 -1.2963
H -3.5816 1.0549 0.9555